Entry from the Open Molecules 2025 dataset: a structure of composition C19H33MoNO5SSe2Si2 (the ωB97M-V functional and the def2-TZVPD basis).

Structure (XYZ):
```
64
Properties=species:S:1:pos:R:3:forces:R:3
Mo -0.89801 0.26477 -0.35398 -0.47 -0.30 0.24
O -2.99239 -0.74415 -3.55132 0.05 0.03 0.02
C -2.25938 -0.12740 -4.59852 -0.02 -0.02 0.02
C -0.90457 0.32493 -4.05904 -0.09 -0.04 0.14
C -0.04499 0.71190 -5.28526 0.05 0.00 -0.03
O 1.17736 1.23140 -4.80456 -0.01 -0.02 -0.01
C -0.98391 1.60453 -3.21687 0.01 -0.04 -0.08
Se -2.23533 1.65301 -1.68528 0.00 -0.07 0.12
C -0.13903 -0.81554 -3.38218 0.02 0.10 -0.10
Se -0.80334 -1.61921 -1.70033 -0.09 0.01 0.07
H -3.83565 -1.06113 -3.89323 -0.01 -0.01 0.00
H -2.79681 0.74146 -4.99359 0.00 -0.01 -0.02
H -2.09816 -0.83305 -5.41939 0.00 0.02 -0.02
H -0.59206 1.45056 -5.88093 0.00 0.01 0.01
H 0.10768 -0.17635 -5.90587 0.02 0.00 0.00
H 1.76133 1.43628 -5.54266 -0.01 0.00 -0.01
H -1.36580 2.42142 -3.83030 0.03 0.02 0.00
H -0.00146 1.89034 -2.84790 0.00 0.01 0.01
H 0.88227 -0.50856 -3.15794 0.00 -0.01 -0.02
H -0.10750 -1.68168 -4.04319 0.00 -0.02 0.02
C 0.31573 0.01797 3.63460 -0.05 0.01 0.10
Si -1.04363 0.94438 2.80463 0.13 0.06 -0.13
C -0.45312 2.52460 2.00020 0.00 -0.01 0.06
C -2.55159 1.29223 3.81174 -0.06 0.04 0.07
C -1.67095 -0.23966 1.27352 0.16 -0.11 -0.26
Si -2.05355 -2.17289 1.90484 -0.03 0.16 -0.07
C -0.43983 -3.06908 1.84933 -0.04 -0.11 0.08
C -2.81734 -2.07723 3.58498 0.01 0.04 0.09
C -3.36442 -2.73825 0.72651 -0.05 -0.06 -0.07
H 0.81884 0.71033 4.31725 0.01 -0.01 -0.01
H 1.06991 -0.37896 2.95422 -0.03 0.03 0.02
H -0.06090 -0.80524 4.24169 0.02 -0.03 0.00
H -0.30735 3.24430 2.81236 0.01 0.00 -0.01
H -1.19166 2.96725 1.32745 0.02 0.03 -0.01
H 0.50244 2.43499 1.48383 0.00 0.03 0.00
H -2.32104 2.16455 4.43185 0.00 -0.01 -0.01
H -2.80923 0.47566 4.48158 -0.03 0.01 -0.01
H -3.42420 1.55174 3.21041 -0.01 -0.01 -0.01
H -2.62403 0.17874 0.80560 -0.05 -0.04 0.02
H 0.00779 -3.10494 2.84408 0.05 0.02 -0.02
H 0.28956 -2.63826 1.16970 0.03 0.01 -0.06
H -0.62878 -4.10064 1.53863 0.00 0.00 0.01
H -2.12550 -1.80277 4.37957 -0.01 0.02 0.01
H -3.17125 -3.08993 3.80654 0.02 -0.01 -0.01
H -3.68901 -1.42349 3.61653 0.00 -0.02 0.00
H -3.09049 -2.77572 -0.32688 0.03 0.02 0.00
H -4.26613 -2.13142 0.83361 0.00 0.00 -0.02
H -3.62883 -3.75769 1.02584 -0.02 0.01 -0.03
O 3.05960 -1.56394 2.50874 0.06 0.01 -0.09
S 3.28291 -1.40609 1.10629 0.14 -0.08 0.14
O 3.77669 -2.47273 0.30691 0.00 0.02 -0.01
N 1.80793 -0.88915 0.45319 -0.25 0.00 -0.06
C 1.92873 0.30371 0.02662 -0.04 -0.05 0.13
O 0.84795 0.92847 -0.49160 0.55 0.27 -0.09
C 3.22114 0.98008 0.15623 -0.03 0.23 -0.14
C 3.59407 2.25886 -0.22097 0.01 -0.01 -0.01
C 4.90599 2.64564 0.02596 0.02 -0.03 0.02
C 5.80714 1.77235 0.62952 -0.04 0.03 -0.02
C 5.42822 0.48538 1.00783 0.01 -0.05 0.04
C 4.12542 0.11982 0.76171 -0.06 -0.06 0.00
H 2.89186 2.93166 -0.69542 0.00 0.00 0.00
H 5.23206 3.63711 -0.25610 0.01 0.00 0.01
H 6.82227 2.09816 0.81086 0.00 0.00 0.00
H 6.12629 -0.19341 1.47834 0.02 0.01 -0.01
```
Positions in Å, forces in eV/Å.

Results
orbital gap: 0.2346 Eh
multiplicity: 1
largest force on an atom: 0.6 eV/A
HOMO: -0.5468 Ha
ΔE to the lowest compared entry with this formula, charge and spin: 0.0 kcal per mole
charge: +2

Mulliken population analysis, charges in e, atoms 1 to 4: atom 1 (Mo): -0.29, atom 2 (O): -0.44, atom 3 (C): -1.41, atom 4 (C): 1.80